No. 1
{
  "formula": "C2H9N3O",
  "method": "ωB97M-V/def2-TZVPD",
  "species": ["O", "N", "N", "N", "C", "C", "H", "H", "H", "H", "H", "H", "H", "H", "H"],
  "positions_angstrom": [[-0.51, 0.24, 2.02], [1.48, -0.21, 1.06], [-0.03, 1.25, -0.71], [-0.27, 0.88, -2.07], [0.17, -0.38, 1.03], [-0.52, -1.59, 0.48], [-0.25, -2.46, 1.07], [0.15, 0.75, 2.51], [-1.26, 0.94, -2.30], [0.99, 1.05, -0.39], [-0.32, 2.20, -0.46], [1.94, -0.96, 0.53], [-0.20, -1.75, -0.55], [0.22, 1.50, -2.72], [-1.60, -1.46, 0.51]],
  "fmax_ev_per_a": 4.28,
  "energy_ev": -8736.0068,
  "lumo_energy_ev": 1.02,
  "charge": 0,
  "e_homo_ev": -8.760,
  "molar_mass_g_mol": 91.11,
  "spin_multiplicity": 1,
  "smiles": "[H]/N=C(\\C)O.NN",
  "de_lowest_kcal_mol": 56.1
}

***

No. 2
{
  "formula": "C2H9N3O2S",
  "method": "ωB97M-V/def2-TZVPD",
  "species": ["S", "O", "O", "N", "N", "N", "C", "C", "H", "H", "H", "H", "H", "H", "H", "H", "H"],
  "positions_angstrom": [[-2.51, -0.30, 0.53], [-3.61, 1.07, 0.11], [-1.55, 0.08, 1.50], [1.64, -0.38, 0.28], [1.89, -1.50, -0.25], [-1.71, -0.27, -1.00], [1.83, 0.67, -0.76], [1.29, -0.16, 1.51], [1.03, 0.85, 1.79], [1.46, 1.59, -0.37], [-2.99, 1.65, -0.35], [-2.24, 0.09, -1.82], [1.24, -0.94, 2.22], [2.73, 0.93, -1.24], [1.96, -2.30, 0.38], [1.22, 0.21, -1.54], [-1.68, -1.30, -1.00]],
  "fmax_ev_per_a": 4.64,
  "energy_ev": -21616.0629,
  "lumo_energy_ev": [0.58, 0.58],
  "charge": 0,
  "e_homo_ev": [-7.385, -7.384],
  "molar_mass_g_mol": 139.18,
  "spin_multiplicity": 1,
  "de_lowest_kcal_mol": 75.5
}

***

No. 3
{
  "formula": "C2H9N4",
  "method": "ωB97M-V/def2-TZVPD",
  "species": ["N", "N", "N", "N", "C", "C", "H", "H", "H", "H", "H", "H", "H", "H", "H"],
  "positions_angstrom": [[0.56, -0.52, -0.74], [-1.63, -0.43, 0.29], [-2.91, -0.86, 0.14], [2.95, 0.62, -0.51], [-0.40, -0.12, 0.00], [-1.04, 0.71, 1.00], [3.53, 0.63, -1.44], [1.58, -0.13, -0.75], [0.36, -1.40, -1.11], [-0.77, 0.52, 2.06], [-3.24, -1.50, -0.49], [3.32, -0.01, 0.14], [2.74, 1.58, -0.36], [-3.55, -0.76, 0.89], [-1.49, 1.69, 0.90]],
  "fmax_ev_per_a": 5.05,
  "energy_ev": -8170.5282,
  "lumo_energy_ev": -2.88,
  "charge": 1,
  "e_homo_ev": -12.831,
  "molar_mass_g_mol": 89.12,
  "spin_multiplicity": 1,
  "de_lowest_kcal_mol": 99.1
}

***

No. 4
{
  "formula": "C2H9N4O",
  "method": "ωB97M-V/def2-TZVPD",
  "species": ["O", "N", "N", "N", "N", "C", "C", "H", "H", "H", "H", "H", "H", "H", "H", "H"],
  "positions_angstrom": [[1.03, -1.99, -0.73], [-0.51, 1.99, 0.81], [-0.24, -0.23, -1.48], [-1.22, -2.09, -0.48], [1.23, 0.49, 1.61], [-0.06, -1.49, -0.90], [0.83, 1.69, 1.03], [1.58, 2.44, 0.84], [-1.03, -0.21, -2.12], [-2.11, -1.66, -0.62], [0.61, -0.29, 1.65], [-1.12, 1.22, 0.58], [2.21, 0.25, 1.56], [-0.69, 2.83, 0.29], [0.61, 0.04, -1.96], [-1.13, -3.00, -0.07]],
  "fmax_ev_per_a": 1.06,
  "energy_ev": -10226.9690,
  "lumo_energy_ev": [0.59, 0.56],
  "charge": 0,
  "e_homo_ev": [-4.460, -8.943],
  "molar_mass_g_mol": 105.12,
  "spin_multiplicity": 2,
  "de_lowest_kcal_mol": 0.0
}

***

No. 5
{
  "formula": "C2H9N4O",
  "method": "ωB97M-V/def2-TZVPD",
  "species": ["O", "N", "N", "N", "N", "C", "C", "H", "H", "H", "H", "H", "H", "H", "H", "H"],
  "positions_angstrom": [[1.30, -0.46, -0.58], [-1.13, -1.84, -0.14], [-2.25, 0.33, 0.26], [0.06, 1.59, -0.42], [0.06, 0.20, -0.23], [2.39, -0.54, 0.34], [-1.10, -0.57, -0.05], [1.93, -0.17, 1.24], [-0.38, -2.43, -0.40], [-1.84, 1.34, 0.43], [-2.77, -0.15, 0.97], [3.21, 0.01, 0.04], [2.71, -1.62, 0.39], [-0.04, 1.77, -1.37], [0.69, 2.19, 0.08], [-2.83, 0.34, -0.56]],
  "fmax_ev_per_a": 4.76,
  "energy_ev": -10217.1701,
  "lumo_energy_ev": -3.58,
  "charge": 1,
  "e_homo_ev": -13.738,
  "molar_mass_g_mol": 105.12,
  "spin_multiplicity": 1,
  "smiles": "[H]/N=C(/[NH3+])N(N)OC",
  "de_lowest_kcal_mol": 140.2
}

***

No. 6
{
  "formula": "C2H9N4O",
  "method": "ωB97M-V/def2-TZVPD",
  "species": ["O", "N", "N", "N", "N", "C", "C", "H", "H", "H", "H", "H", "H", "H", "H", "H"],
  "positions_angstrom": [[-0.31, 1.13, 0.44], [-0.13, 1.89, -0.75], [-1.45, -1.01, 0.77], [-0.60, -0.38, -1.30], [1.08, -1.01, 0.24], [-0.44, -0.28, 0.11], [1.86, -0.58, 1.10], [-1.75, -0.77, 1.73], [1.63, 0.26, 1.79], [-0.90, -1.93, 0.81], [0.82, 2.29, -0.58], [2.76, -1.09, 1.13], [-1.53, -0.74, -1.45], [-0.30, 0.63, -1.60], [-0.95, 2.53, -0.74], [0.21, -0.94, -1.71]],
  "fmax_ev_per_a": 4.27,
  "energy_ev": -10218.0229,
  "lumo_energy_ev": -2.98,
  "charge": 1,
  "e_homo_ev": -13.951,
  "molar_mass_g_mol": 105.12,
  "spin_multiplicity": 1,
  "smiles": "C=N[C@](N)([NH3+])ON",
  "de_lowest_kcal_mol": 120.5
}

***

No. 7
{
  "formula": "C2H9N5",
  "method": "ωB97M-V/def2-TZVPD",
  "species": ["N", "N", "N", "N", "N", "C", "C", "H", "H", "H", "H", "H", "H", "H", "H", "H"],
  "positions_angstrom": [[-2.78, -0.43, -0.09], [0.68, 2.07, 0.04], [-0.60, 0.16, -0.59], [1.79, 0.10, 0.27], [2.18, -1.22, 0.11], [-1.48, -0.16, 0.33], [0.81, 0.81, -0.01], [3.23, -1.29, 0.15], [-1.19, -0.02, 1.32], [1.72, -1.85, 0.92], [-0.89, -0.22, -1.46], [-2.97, -0.48, -1.08], [1.40, 2.61, 0.53], [-0.16, 2.51, -0.13], [-3.58, -0.77, 0.40], [1.86, -1.82, -0.69]],
  "fmax_ev_per_a": 5.82,
  "energy_ev": -9650.8523,
  "lumo_energy_ev": -7.91,
  "charge": 2,
  "e_homo_ev": -19.097,
  "molar_mass_g_mol": 103.13,
  "spin_multiplicity": 1,
  "smiles": "N/C=[NH+]/C(N)=N\\[NH3+]",
  "de_lowest_kcal_mol": 62.2
}

***

No. 8
{
  "formula": "C2H9N5",
  "method": "ωB97M-V/def2-TZVPD",
  "species": ["N", "N", "N", "N", "N", "C", "C", "H", "H", "H", "H", "H", "H", "H", "H", "H"],
  "positions_angstrom": [[-0.39, 0.78, -0.09], [-1.49, 1.11, -0.89], [1.04, -0.79, 2.01], [0.21, 1.69, 0.60], [0.88, -1.06, 0.87], [0.09, -0.48, -0.18], [-0.01, -1.34, -1.36], [0.99, -1.31, -1.92], [-1.79, 0.47, -1.62], [1.51, -1.46, 2.67], [-0.12, -2.46, -1.19], [0.97, 0.05, 2.52], [1.29, 1.73, 0.35], [-0.80, -1.28, -2.15], [-0.42, 2.39, 0.98], [-1.94, 1.97, -0.61]],
  "fmax_ev_per_a": 5.34,
  "energy_ev": -9646.7679,
  "lumo_energy_ev": [-11.50, -11.50],
  "charge": 2,
  "e_homo_ev": [-19.061, -19.058],
  "molar_mass_g_mol": 103.13,
  "spin_multiplicity": 1,
  "de_lowest_kcal_mol": 156.4
}

***

No. 9
{
  "formula": "C2H9N6",
  "method": "ωB97M-V/def2-TZVPD",
  "species": ["N", "N", "N", "N", "N", "N", "C", "C", "H", "H", "H", "H", "H", "H", "H", "H", "H"],
  "positions_angstrom": [[-0.85, 0.32, -0.48], [1.67, -0.05, 0.01], [-0.54, -2.03, -0.12], [1.26, 1.19, -0.03], [0.05, 1.32, -0.76], [2.73, -0.57, 0.41], [-0.21, -0.86, -0.71], [-1.85, 0.50, 0.54], [-0.40, 2.19, -0.59], [-0.19, -2.96, -0.10], [-1.76, 1.50, 1.04], [0.32, -0.90, -1.68], [1.95, 1.96, -0.16], [-1.18, -1.91, 0.57], [-2.80, 0.40, -0.09], [3.58, -0.09, 0.63], [-1.77, -0.03, 1.53]],
  "fmax_ev_per_a": 3.55,
  "energy_ev": -11148.7038,
  "lumo_energy_ev": -3.17,
  "charge": 1,
  "e_homo_ev": -13.137,
  "molar_mass_g_mol": 117.14,
  "spin_multiplicity": 1,
  "smiles": "[H]/N=N\\NNN(C)C=[NH2+]",
  "de_lowest_kcal_mol": 78.3
}

***

No. 10
{
  "formula": "C2H9N6",
  "method": "ωB97M-V/def2-TZVPD",
  "species": ["N", "N", "N", "N", "N", "N", "C", "C", "H", "H", "H", "H", "H", "H", "H", "H", "H"],
  "positions_angstrom": [[2.28, -0.86, -0.41], [0.59, -0.53, 0.97], [-1.20, -1.90, -0.48], [-0.97, 2.43, -0.22], [1.28, -0.09, 0.02], [0.89, 1.00, -0.62], [-0.24, 1.38, -0.01], [-0.51, 0.46, 1.10], [-0.65, -2.34, 0.35], [-0.77, 1.03, 2.02], [2.71, -1.51, 0.28], [-0.71, 3.16, -0.77], [-1.30, -0.26, 0.94], [-0.68, -1.34, -1.14], [-1.92, 2.54, 0.13], [-1.74, -2.59, -1.01], [2.95, -0.58, -1.17]],
  "fmax_ev_per_a": 8.73,
  "energy_ev": -11147.9915,
  "lumo_energy_ev": [-2.71, -7.67],
  "charge": 1,
  "e_homo_ev": [-11.399, -13.483],
  "molar_mass_g_mol": 117.14,
  "spin_multiplicity": 3,
  "de_lowest_kcal_mol": 28.7
}

***

No. 11
{
  "formula": "C2H9NO",
  "method": "ωB97M-V/def2-TZVPD",
  "species": ["O", "N", "C", "C", "H", "H", "H", "H", "H", "H", "H", "H", "H"],
  "positions_angstrom": [[2.60, -1.61, -1.38], [-0.64, 0.81, 1.71], [-0.71, 0.51, -0.74], [-1.18, -0.04, 0.62], [-0.93, -1.10, 0.63], [-0.17, 0.36, 2.48], [-1.39, 0.45, -1.58], [2.31, -0.73, -1.52], [0.02, 1.43, 1.28], [-2.26, 0.11, 0.60], [0.27, 0.09, -1.01], [-0.54, 1.59, -0.64], [2.63, -1.86, -0.45]],
  "fmax_ev_per_a": 1.72,
  "energy_ev": -5757.0139,
  "lumo_energy_ev": 0.79,
  "charge": 0,
  "e_homo_ev": -9.362,
  "molar_mass_g_mol": 63.10,
  "spin_multiplicity": 1,
  "smiles": "CCN.O",
  "de_lowest_kcal_mol": 11.7
}

***

No. 12
{
  "formula": "C2H9NO2",
  "method": "ωB97M-V/def2-TZVPD",
  "species": ["O", "O", "N", "C", "C", "H", "H", "H", "H", "H", "H", "H", "H", "H"],
  "positions_angstrom": [[1.46, -0.35, -1.54], [2.42, 1.18, 0.90], [-0.80, -0.77, 0.03], [-1.29, 0.57, -0.12], [-1.76, -1.54, 0.49], [2.39, 1.65, 0.03], [-2.22, 0.73, 0.42], [-1.38, 0.81, -1.12], [3.37, 1.34, 1.02], [-1.88, -2.73, 0.18], [-0.47, 1.09, 0.33], [1.54, 0.36, -0.85], [1.11, -1.21, -1.04], [-2.47, -1.14, 1.25]],
  "fmax_ev_per_a": 5.71,
  "energy_ev": -7802.4390,
  "lumo_energy_ev": 0.71,
  "charge": 0,
  "e_homo_ev": -9.405,
  "molar_mass_g_mol": 79.10,
  "spin_multiplicity": 1,
  "smiles": "C=NC.O.O",
  "de_lowest_kcal_mol": 52.7
}